The following is a quantum chemistry calculation of a molecular structure, C21H31MoN7O2SSbSe4 at a distorted geometry, from the Open Molecules 2025 dataset.

Results
Energy above the lowest of the compared OMol25 structures with the same formula, charge and spin in kcal per mole: 11.43
Kohn-Sham gap (spin up / spin down) in eV: 5.41 / 5.41
Highest occupied orbital energy (spin up / spin down) in eV: -16.19 / -16.19

The geometry in ORCA input format:
```
! wB97M-V def2-TZVPD RIJCOSX def2/J DEFGRID3
* xyz 3 1
Mo -0.31 1.88 -0.29
Se -1.61 7.03 -1.29
Sb -0.35 5.52 -2.38
Se 0.51 3.96 -0.02
Se -1.69 1.99 -1.99
Se 0.92 4.78 -4.07
C 2.84 0.46 2.90
C 1.84 1.50 2.51
O 0.94 0.94 1.46
H 3.72 0.94 3.36
H 3.25 -0.15 2.07
H 2.36 -0.22 3.62
H 2.30 2.37 2.07
H 1.23 1.74 3.35
H 1.11 0.02 1.39
N 7.26 -0.19 -1.95
C 6.91 1.23 -1.67
C 5.84 1.18 -0.53
N 6.27 0.52 0.68
C 6.78 -0.81 0.38
C 7.80 -0.87 -0.73
H 7.99 -0.26 -2.65
H 6.39 -0.67 -2.19
H 6.50 1.68 -2.54
H 7.83 1.71 -1.34
H 4.94 0.63 -0.89
H 5.58 2.22 -0.34
H 6.97 1.08 1.13
H 5.93 -1.46 0.14
H 7.24 -1.29 1.23
H 7.99 -1.90 -1.05
H 8.78 -0.38 -0.43
C -4.63 -2.81 2.38
C -3.64 -2.97 1.19
C -2.74 -1.78 1.03
N -3.57 -0.61 0.62
C -3.32 0.65 0.76
S -1.77 1.23 1.43
N -4.19 1.67 0.46
C -5.65 1.68 0.40
O -6.15 2.75 0.56
C -6.33 0.41 0.13
C -7.28 -0.10 1.00
C -7.95 -1.28 0.68
C -7.64 -1.95 -0.51
C -6.74 -1.38 -1.38
C -6.10 -0.18 -1.09
H -5.24 -3.70 2.56
H -5.36 -2.00 2.22
H -4.05 -2.65 3.28
H -4.14 -3.18 0.25
H -2.94 -3.76 1.42
H -1.99 -1.94 0.21
H -2.30 -1.56 1.96
H -4.45 -0.86 0.14
H -3.77 2.56 0.74
H -7.45 0.38 1.97
H -8.68 -1.66 1.40
H -8.16 -2.89 -0.70
H -6.55 -1.79 -2.37
H -5.46 0.28 -1.83
N 0.83 0.41 -1.12
C 1.39 -0.35 -1.80
C 2.02 -1.14 -2.70
C 1.32 -1.97 -3.65
N 0.66 -2.65 -4.31
C 3.42 -1.10 -2.69
N 4.54 -0.96 -2.58
*
```

Results of the Löwdin charge analysis, in e, for atoms 1 through 8: 0.47, 0.27, 0.16, 0.20, 0.38, 0.23, -0.06, -0.22



The following is a quantum chemistry calculation of a single C21H31N3O molecule, from the Open Molecules 2025 dataset.

Results
SMILES string: CC(C)Cc1cc(CN2CCC(CO)(Cc3ccccc3)CC2)[nH]n1
Energy above the lowest of the compared OMol25 structures with the same formula, charge and spin in kcal per mole: 32.65
Kohn-Sham gap in eV: 9.40
Highest occupied orbital energy in eV: -8.68

The geometry in ORCA input format:
```
! wB97M-V def2-TZVPD RIJCOSX def2/J DEFGRID3
* xyz 0 1
C 3.36 2.24 1.08
H 3.75 1.87 2.02
H 2.93 3.23 1.25
H 2.57 1.58 0.75
C 4.47 2.32 0.03
C 3.92 2.80 -1.31
H 3.39 3.74 -1.18
H 4.73 2.95 -2.02
H 3.24 2.06 -1.72
H 5.23 3.03 0.38
C 5.18 0.96 -0.13
C 4.24 -0.14 -0.48
N 3.87 -0.40 -1.72
N 3.01 -1.41 -1.65
C 2.80 -1.84 -0.38
C 3.58 -1.02 0.41
H 3.69 -1.06 1.47
C 1.81 -2.90 -0.04
N 0.48 -2.39 0.27
C -0.15 -1.71 -0.84
C -1.62 -1.45 -0.53
H -2.08 -0.93 -1.37
H -2.11 -2.42 -0.41
C -1.83 -0.64 0.76
C -1.00 -1.30 1.88
C 0.44 -1.56 1.47
H 0.95 -2.10 2.27
H 0.97 -0.61 1.32
H -1.46 -2.26 2.14
H -1.00 -0.66 2.76
C -1.38 0.82 0.55
O -1.41 1.59 1.73
H -2.33 1.65 2.03
H -2.00 1.27 -0.23
H -0.34 0.85 0.23
C -3.32 -0.69 1.18
C -4.26 -0.06 0.18
C -4.63 1.27 0.29
C -5.48 1.85 -0.64
C -5.97 1.09 -1.70
C -5.62 -0.24 -1.80
C -4.77 -0.81 -0.87
H -4.52 -1.86 -0.95
H -6.01 -0.84 -2.61
H -6.63 1.54 -2.43
H -5.76 2.88 -0.55
H -4.28 1.87 1.11
H -3.60 -1.74 1.32
H -3.43 -0.19 2.15
H -0.09 -2.36 -1.72
H 0.36 -0.76 -1.08
H 2.16 -3.45 0.84
H 1.71 -3.60 -0.87
H 2.61 -1.79 -2.50
H 5.68 0.70 0.80
H 5.92 1.04 -0.92
*
```

Results of the Löwdin charge analysis, in e, for atoms 1 through 8: -0.08, 0.08, 0.08, 0.06, -0.42, -0.08, 0.07, 0.08



The following is a quantum chemistry calculation of a single C21H31N5O3 molecule, from the Open Molecules 2025 dataset.

Results
SMILES string: CC[C@@H]1CC[C@@](O)(C(=O)NCCN(C(=O)c2ccnc3c2ncn3C)C(C)C)C1
Energy above the lowest of the compared OMol25 structures with the same formula, charge and spin in kcal per mole: 2.98
Kohn-Sham gap in eV: 9.62
Highest occupied orbital energy in eV: -9.11

The geometry in ORCA input format:
```
! wB97M-V def2-TZVPD RIJCOSX def2/J DEFGRID3
* xyz 0 1
C -0.37 6.78 -2.11
C -1.47 6.70 -1.06
C -1.64 5.33 -0.41
C -2.37 5.38 0.94
C -2.00 4.07 1.62
C -0.52 3.84 1.24
O 0.34 4.35 2.24
C -0.25 2.34 1.16
O 0.27 1.77 2.11
N -0.65 1.68 0.05
C -0.52 0.25 -0.08
C 0.94 -0.15 -0.31
N 1.09 -1.59 -0.29
C 0.70 -2.24 -1.41
O 0.32 -1.65 -2.41
C 0.76 -3.74 -1.45
C 1.47 -4.37 -2.46
C 1.47 -5.76 -2.59
N 0.80 -6.59 -1.80
C 0.10 -5.97 -0.86
C 0.03 -4.59 -0.62
N -0.82 -4.33 0.44
C -1.22 -5.51 0.82
N -0.71 -6.54 0.08
C -0.99 -7.96 0.22
C 1.81 -2.19 0.84
C 1.16 -1.83 2.17
C 3.29 -1.81 0.80
C -0.31 4.64 -0.05
H -0.37 7.75 -2.60
H 0.62 6.62 -1.68
H -0.52 6.02 -2.89
H -1.24 7.43 -0.28
H -2.42 7.02 -1.49
H -2.21 4.70 -1.10
H -2.00 6.23 1.53
H -3.45 5.50 0.83
H -2.12 4.09 2.70
H -2.64 3.26 1.24
H 0.57 3.59 2.80
H -1.07 2.20 -0.70
H -0.90 -0.25 0.81
H -1.12 -0.08 -0.93
H 1.29 0.25 -1.26
H 1.55 0.28 0.48
H 2.03 -3.77 -3.17
H 2.05 -6.23 -3.38
H -1.90 -5.71 1.63
H -1.54 -8.12 1.14
H -1.58 -8.31 -0.62
H -0.06 -8.52 0.26
H 1.76 -3.27 0.73
H 1.71 -2.32 2.98
H 1.17 -0.76 2.36
H 0.13 -2.19 2.19
H 3.81 -2.26 1.64
H 3.76 -2.17 -0.12
H 3.44 -0.73 0.86
H 0.06 4.03 -0.88
H 0.48 5.37 0.14
*
```

Results of the Löwdin charge analysis, in e, for atoms 1 through 8: -0.11, -0.23, -0.32, -0.15, -0.09, -0.42, 0.01, -0.41



The following is a quantum chemistry calculation of a molecular structure, C21H31O3Pm at a distorted geometry, from the Open Molecules 2025 dataset.

Results
Energy above the lowest of the compared OMol25 structures with the same formula, charge and spin in kcal per mole: 0.00
<S²>: 6.210
Kohn-Sham gap (spin up / spin down) in eV: 4.65 / 4.53
Highest occupied orbital energy (spin up / spin down) in eV: -4.23 / -4.14

The geometry in ORCA input format:
```
! wB97M-V def2-TZVPD RIJCOSX def2/J DEFGRID3
* xyz 0 5
O 0.75 -0.78 -1.89
C 1.19 0.35 -2.74
C 1.04 -0.14 -4.11
H 2.12 0.76 -2.36
H 0.37 1.07 -2.78
C 0.80 -1.41 -3.29
H 1.89 0.09 -4.74
H 0.20 0.43 -4.53
C 1.94 -2.41 -3.36
H 2.92 -1.93 -3.34
H 1.88 -3.05 -4.24
H 1.83 -3.12 -2.52
C -0.48 -2.11 -3.62
H -1.28 -1.37 -3.70
H -0.70 -2.84 -2.85
H -0.33 -2.64 -4.56
Pm 0.15 -1.11 1.09
C -1.16 -0.98 3.63
C -0.90 0.56 3.71
C -1.60 0.95 2.43
H -1.31 0.94 4.66
C -2.40 -0.06 1.94
C -2.09 -1.28 2.64
H -2.55 -2.24 2.37
H -0.98 -1.66 4.47
H -1.43 1.92 1.99
H -3.18 0.07 1.20
C 1.26 -2.31 3.11
C 0.58 -3.28 2.32
C 1.25 -3.33 1.07
H -0.27 -3.86 2.65
C 2.36 -2.42 1.12
C 2.33 -1.79 2.39
H 3.07 -1.08 2.76
H 1.02 -2.04 4.13
H 0.95 -3.96 0.22
H 3.12 -2.24 0.33
O -0.31 2.41 -2.09
C -1.73 1.80 -1.71
C -2.42 3.03 -2.25
H -1.61 1.72 -0.60
H -2.05 0.84 -2.10
C -1.85 4.01 -1.20
H -3.51 2.88 -2.39
H -2.02 3.26 -3.25
C -0.34 3.57 -1.17
H -2.25 3.74 -0.20
H -2.04 5.05 -1.48
H 0.01 3.14 -0.19
H 0.42 4.30 -1.47
C 1.27 1.64 4.45
C 0.53 0.86 3.50
O 1.03 0.46 2.41
H 0.79 2.57 4.79
H 2.22 1.92 4.01
H 1.51 1.05 5.32
*
```

Results of the Löwdin charge analysis, in e, for atoms 1 through 8: -0.14, -0.22, -0.08, 0.14, 0.07, -0.54, 0.12, 0.12



The following is a quantum chemistry calculation of a molecular structure, C21H31O3Tc at a distorted geometry, from the Open Molecules 2025 dataset.

Results
Energy above the lowest of the compared OMol25 structures with the same formula, charge and spin in kcal per mole: 0.00
<S²>: 3.788
Kohn-Sham gap (spin up / spin down) in eV: 6.25 / 6.56
Highest occupied orbital energy (spin up / spin down) in eV: -9.32 / -11.53

The geometry in ORCA input format:
```
! wB97M-V def2-TZVPD RIJCOSX def2/J DEFGRID3
* xyz 1 4
O 0.42 0.08 -4.80
C 0.22 1.41 -5.43
C -0.03 0.84 -6.86
H 1.13 2.04 -5.34
H -0.65 1.93 -4.99
C 0.20 -0.54 -6.09
H 0.74 1.08 -7.58
H -1.05 0.97 -7.22
C 1.43 -1.30 -6.58
H 2.31 -0.63 -6.59
H 1.29 -1.71 -7.60
H 1.64 -2.14 -5.89
C -1.03 -1.44 -6.08
H -1.91 -0.87 -5.74
H -0.85 -2.28 -5.37
H -1.24 -1.87 -7.08
Tc -0.18 -0.35 3.35
C -2.05 -0.75 4.42
C -1.73 0.65 4.59
C -1.93 1.31 3.32
H -1.48 1.14 5.54
C -2.36 0.33 2.36
C -2.40 -0.96 3.05
H -2.72 -1.90 2.59
H -2.07 -1.49 5.22
H -1.80 2.38 3.12
H -2.61 0.51 1.31
C 0.91 -1.61 4.73
C 0.13 -2.42 3.84
C 0.69 -2.30 2.51
H -0.68 -3.10 4.12
C 1.84 -1.41 2.58
C 1.98 -1.00 3.96
H 2.76 -0.34 4.35
H 0.79 -1.53 5.82
H 0.36 -2.85 1.62
H 2.49 -1.11 1.76
O 0.20 0.39 1.03
C -0.20 -0.51 -0.09
C -0.49 0.40 -1.24
H -1.05 -1.12 0.27
H 0.67 -1.16 -0.26
C 0.42 1.60 -0.98
H -1.55 0.73 -1.19
H -0.32 -0.09 -2.20
C 0.37 1.75 0.50
H 0.11 2.50 -1.49
H 1.45 1.35 -1.29
H -0.52 2.33 0.84
H 1.26 2.16 0.99
C 1.30 1.66 5.48
C 0.81 1.53 4.02
O 0.87 2.53 3.24
H 0.44 1.47 6.13
H 1.62 2.68 5.59
H 2.09 0.98 5.72
*
```

Results of the Löwdin charge analysis, in e, for atoms 1 through 8: -0.12, -0.13, -0.05, 0.11, 0.11, -0.59, 0.10, 0.10



The following is a quantum chemistry calculation of a molecular structure, C21H32Cl10FN2O4 at a distorted geometry, from the Open Molecules 2025 dataset.

Results
Kohn-Sham gap in eV: 6.30
Highest occupied orbital energy in eV: -10.08

The geometry in ORCA input format:
```
! wB97M-V def2-TZVPD RIJCOSX def2/J DEFGRID3
* xyz 1 1
C 7.41 -2.58 1.13
C 7.92 -1.49 0.44
C 7.08 -0.30 -0.03
O 7.68 0.70 -0.30
O 5.69 -0.33 -0.11
C 5.23 -0.16 -1.46
C 3.82 0.53 -1.56
C 3.47 1.38 -0.27
C 2.37 2.47 -0.52
C 0.95 1.87 -0.94
C 0.58 0.77 0.14
C -0.94 0.40 0.30
C -1.90 1.25 1.16
N -3.21 0.92 1.31
C -3.74 -0.22 0.72
C -2.95 -1.12 -0.10
C -3.64 -2.41 -0.72
N -3.69 -3.44 0.36
C -1.52 -0.78 -0.32
C -0.64 -1.70 -1.22
O 0.15 -2.45 -0.79
O -0.85 -1.50 -2.59
F 0.09 -2.19 -3.31
H 6.68 -3.26 0.62
H 7.72 -2.85 2.17
H 9.01 -1.48 0.22
H 5.19 -1.19 -1.93
H 5.98 0.41 -2.09
H 3.07 -0.28 -1.76
H 3.88 1.26 -2.41
H 4.41 1.89 0.06
H 3.23 0.65 0.54
H 2.20 3.00 0.46
H 2.71 3.25 -1.26
H 0.24 2.73 -0.96
H 1.09 1.40 -1.94
H 1.17 -0.15 -0.07
H 0.96 1.16 1.13
H -1.52 2.18 1.67
H -3.84 1.48 1.87
H -4.82 -0.46 0.87
H -4.70 -2.20 -1.05
H -3.00 -2.82 -1.54
H -2.79 -3.44 0.85
H -4.40 -3.20 1.05
C 5.60 -5.15 -2.14
Cl 5.94 -5.71 -0.50
Cl 5.51 -3.38 -2.21
H 6.39 -5.49 -2.80
H 4.65 -5.56 -2.45
C -7.04 0.23 3.46
Cl -6.54 1.92 3.27
Cl -5.67 -0.87 3.25
H -7.45 0.09 4.46
H -7.80 -0.01 2.71
C -7.89 -0.83 -0.43
Cl -6.42 -1.76 -0.12
Cl -8.82 -0.56 1.05
H -7.62 0.13 -0.86
H -8.51 -1.38 -1.14
C -0.46 4.80 3.00
Cl -0.20 3.63 1.69
Cl -1.89 4.40 3.94
H 0.41 4.80 3.65
H -0.59 5.79 2.56
C -2.64 3.58 -1.60
Cl -3.90 3.39 -2.82
Cl -2.03 2.00 -1.04
H -1.82 4.15 -2.03
H -3.05 4.12 -0.75
*
```

Results of the Löwdin charge analysis, in e, for atoms 1 through 8: 0.04, -0.06, -0.47, 0.12, -0.06, -0.19, -0.14, -0.20



The following is a quantum chemistry calculation of a molecular structure, C21H32ClF5N3O8SSi2V at a distorted geometry, from the Open Molecules 2025 dataset.

Results
<S²>: 0.764
Kohn-Sham gap (spin up / spin down) in eV: 4.24 / 3.74
Highest occupied orbital energy (spin up / spin down) in eV: -3.55 / -3.05

The geometry in ORCA input format:
```
! wB97M-V def2-TZVPD RIJCOSX def2/J DEFGRID3
* xyz -1 2
V 1.78 0.39 0.80
O 2.41 2.60 0.39
Cl 2.75 2.29 1.74
O 1.55 2.17 2.50
O 3.57 3.31 2.28
O 3.46 1.05 1.75
C 1.99 -1.46 -4.00
Si 1.35 -0.34 -2.57
C -0.38 -1.10 -2.20
C 1.00 1.35 -3.43
C 2.58 -0.07 -1.12
Si 4.20 -1.09 -1.00
C 5.07 -1.39 -2.70
C 4.08 -2.86 -0.27
C 5.55 -0.17 0.02
H 1.23 -1.53 -4.77
H 2.21 -2.46 -3.66
H 2.88 -1.05 -4.47
H -1.10 -0.75 -2.93
H -0.74 -0.84 -1.21
H -0.35 -2.18 -2.26
H 1.07 1.27 -4.51
H 1.70 2.11 -3.12
H 0.00 1.72 -3.21
H 2.94 0.95 -1.27
H 4.60 -2.19 -3.24
H 6.11 -1.68 -2.54
H 5.08 -0.51 -3.33
H 3.30 -3.44 -0.75
H 3.86 -2.83 0.80
H 5.01 -3.39 -0.40
H 5.62 0.87 -0.29
H 6.54 -0.62 -0.11
H 5.31 -0.18 1.08
C -7.98 2.49 0.54
C -6.63 2.05 0.01
S -6.03 0.74 1.12
O -6.72 -0.48 0.81
O -6.09 1.19 2.48
C -4.28 0.54 0.66
C -3.46 1.59 1.40
N -2.10 1.58 0.90
C -1.13 0.71 1.24
N -0.06 0.87 0.46
C -0.34 1.88 -0.40
C -1.62 2.34 -0.16
N -2.32 3.32 -0.85
O -3.52 3.56 -0.55
O -1.73 3.90 -1.77
C -1.25 -0.26 2.35
H -8.41 3.28 -0.08
H -7.85 2.87 1.56
H -8.65 1.64 0.57
H -5.89 2.84 -0.01
H -6.71 1.58 -0.97
H -4.23 0.70 -0.42
H -3.97 -0.48 0.89
H -3.48 1.41 2.47
H -3.87 2.58 1.20
H 0.38 2.24 -1.11
H -2.27 -0.28 2.74
H -0.57 0.03 3.15
H -0.98 -1.26 2.01
F 2.02 -0.28 3.62
C 1.75 -1.45 2.98
C 1.55 -1.40 1.59
C 1.23 -2.64 1.05
F 0.99 -2.72 -0.28
C 1.12 -3.82 1.78
F 0.80 -4.98 1.17
C 1.34 -3.80 3.15
F 1.22 -4.92 3.88
C 1.65 -2.59 3.76
F 1.85 -2.53 5.09
*
```

Results of the Löwdin charge analysis, in e, for atoms 1 through 8: 0.61, -0.32, 0.62, -0.30, -0.27, -0.37, -0.20, 0.51